1.
{
  "formula": "C4H24BO20",
  "method": "ωB97M-V/def2-TZVPD",
  "species": ["O", "C", "O", "B", "O", "C", "O", "O", "C", "O", "C", "O", "O", "O", "H", "H", "O", "H", "H", "O", "H", "H", "O", "H", "H", "O", "H", "H", "O", "H", "H", "O", "H", "H", "O", "H", "H", "O", "H", "H", "O", "H", "H", "O", "H", "H", "O", "H", "H"],
  "coordinates": [[3.03, -0.16, -1.50], [1.95, -0.22, -0.99], [1.69, -0.26, 0.30], [0.23, -0.27, 0.50], [-0.36, -0.37, -0.85], [0.63, -0.29, -1.75], [0.47, -0.31, -2.93], [-0.15, 1.00, 1.14], [-0.82, 0.77, 2.25], [-1.26, 1.56, 3.03], [-0.88, -0.75, 2.43], [-0.30, -1.32, 1.39], [-1.47, -1.32, 3.30], [-0.31, -0.55, -5.76], [-0.25, -0.36, -4.81], [-1.01, -1.20, -5.83], [-4.13, -2.43, 4.02], [-3.20, -2.27, 3.81], [-4.61, -1.84, 3.43], [-3.57, 3.15, 2.15], [-4.14, 3.23, 2.92], [-2.92, 2.47, 2.40], [-0.43, 4.42, 2.95], [-0.78, 3.73, 3.53], [-0.05, 5.07, 3.55], [-1.99, 2.27, -1.41], [-1.80, 2.66, -2.27], [-1.46, 1.47, -1.39], [-3.90, -0.66, -0.07], [-4.22, 0.06, -0.62], [-2.94, -0.66, -0.21], [-1.53, -2.36, -3.30], [-0.99, -2.87, -2.68], [-1.41, -2.81, -4.14], [-0.62, -4.20, 2.45], [-0.84, -3.29, 2.68], [0.07, -4.12, 1.78], [5.45, -1.03, -0.46], [5.38, -0.48, 0.33], [4.72, -0.72, -1.03], [3.47, -3.77, -1.04], [3.95, -2.97, -0.78], [4.14, -4.34, -1.42], [3.99, 2.14, -3.03], [4.11, 1.27, -2.63], [4.87, 2.39, -3.33], [1.56, 3.70, 0.99], [0.83, 4.02, 1.56], [1.80, 2.85, 1.37]],
  "lowdin_charge": [0.1232, -0.3348, 0.2624, -0.8683, 0.2060, -0.3519, 0.1734, 0.2517, -0.3580, 0.1431, -0.3570, 0.2389, 0.1475, -0.0691, -0.0011, 0.0094, -0.0694, -0.0043, 0.0292, -0.0606, 0.0278, -0.0027, -0.0479, 0.0307, 0.0514, -0.0397, 0.0384, 0.0031, -0.0500, 0.0381, 0.0128, -0.0451, 0.0444, 0.0302, -0.0610, -0.0056, 0.0272, -0.0753, 0.0376, -0.0027, -0.0612, 0.0056, 0.0304, -0.0578, 0.0002, 0.0274, -0.0751, -0.0056, 0.0140],
  "relative_energy_ev": 0.9576,
  "total_charge": -1,
  "orbital_gap_ev": 10.56,
  "multiplicity": 1,
  "largest_force_ev_per_a": 1.1,
  "e_tot_ev": -46173.170
}

***

2.
{
  "formula": "C4H24FeO13",
  "method": "ωB97M-V/def2-TZVPD",
  "species": ["Fe", "C", "C", "O", "O", "H", "H", "H", "C", "C", "O", "O", "H", "H", "H", "O", "H", "H", "O", "H", "H", "O", "H", "H", "O", "H", "H", "O", "H", "H", "O", "H", "H", "O", "H", "H", "O", "H", "H", "O", "H", "H"],
  "coordinates": [[2.24, -0.41, 0.69], [4.19, -4.17, 0.49], [3.48, -2.78, 0.67], [4.12, -1.69, 0.62], [2.26, -2.64, 0.82], [4.91, -4.17, -0.33], [3.46, -4.96, 0.33], [4.77, -4.46, 1.36], [-1.71, 0.77, 0.32], [-0.25, 0.41, 0.64], [0.62, 1.22, 0.51], [0.06, -0.79, 0.93], [-1.84, 1.79, -0.05], [-2.39, 0.76, 1.17], [-1.97, 0.15, -0.54], [-0.44, 0.60, 4.10], [-0.48, 0.71, 3.15], [-0.93, -0.20, 4.27], [-4.30, -1.78, -1.86], [-3.76, -1.27, -2.46], [-5.14, -1.32, -1.84], [-0.70, -1.70, -2.10], [-0.60, -2.62, -2.37], [-0.38, -1.68, -1.20], [-1.77, 4.26, 1.27], [-2.69, 4.16, 1.52], [-1.42, 3.37, 1.29], [-0.85, 0.64, -3.12], [-0.09, 0.74, -3.69], [-0.69, -0.18, -2.65], [3.48, 1.28, 0.42], [4.09, 1.72, 1.00], [3.37, 1.88, -0.31], [0.89, 3.91, -0.92], [1.06, 4.61, -0.28], [0.73, 3.13, -0.38], [-2.34, 2.98, -2.71], [-1.72, 2.28, -2.49], [-3.13, 2.77, -2.21], [-1.31, -2.82, 2.06], [-0.70, -2.14, 1.78], [-2.16, -2.39, 2.10]],
  "lowdin_spin": [4.1662, 0.0105, 0.0239, 0.2352, 0.3010, 0.0021, 0.0030, 0.0004, 0.0043, 0.0159, 0.0705, 0.1117, 0.0016, 0.0005, 0.0005, 0.0004, -0.0001, 0.0000, 0.0000, 0.0000, 0.0000, 0.0003, 0.0000, -0.0002, 0.0000, 0.0000, 0.0000, 0.0001, 0.0000, 0.0000, 0.0448, 0.0021, 0.0021, 0.0004, 0.0000, 0.0001, 0.0001, 0.0000, 0.0000, 0.0029, 0.0000, 0.0000],
  "total_charge": 1,
  "orbital_gap_ev": [8.08, 4.31],
  "multiplicity": 6,
  "largest_force_ev_per_a": 4.5,
  "e_tot_ev": -65533.770
}

***

3.
{
  "formula": "C4H24HgO9",
  "method": "ωB97M-V/def2-TZVPD",
  "species": ["Hg", "C", "C", "O", "H", "H", "H", "H", "H", "C", "C", "O", "H", "H", "H", "H", "H", "O", "H", "H", "O", "H", "H", "O", "H", "H", "O", "H", "H", "O", "H", "H", "O", "H", "H", "O", "H", "H"],
  "coordinates": [[0.88, -1.36, 3.15], [-0.21, 0.01, -1.09], [-0.29, 0.09, 0.43], [0.38, -0.99, 1.04], [-0.65, -0.93, -1.42], [0.82, 0.11, -1.45], [-0.75, 0.87, -1.49], [-1.35, 0.17, 0.69], [0.21, 1.00, 0.78], [1.89, 2.70, 4.05], [0.76, 1.68, 3.93], [1.10, 0.39, 4.36], [1.51, 3.65, 3.69], [2.75, 2.46, 3.43], [2.18, 2.70, 5.10], [0.42, 1.63, 2.88], [-0.10, 2.05, 4.50], [-3.29, -1.65, -0.27], [-2.58, -1.25, 0.24], [-3.76, -0.91, -0.66], [1.91, 2.83, -0.09], [1.37, 2.06, 0.09], [1.51, 3.24, -0.86], [2.82, -2.10, -0.13], [2.00, -1.63, 0.07], [3.39, -1.94, 0.63], [0.66, -3.24, -3.71], [1.14, -3.69, -4.41], [0.62, -2.32, -4.00], [-0.02, -3.69, -0.75], [0.44, -3.39, -1.55], [-0.15, -2.88, -0.24], [-3.51, 0.93, -1.38], [-3.76, 0.31, -2.08], [-4.22, 1.58, -1.38], [-1.40, 0.67, -4.38], [-0.63, 0.28, -3.96], [-2.10, 0.56, -3.74]],
  "lowdin_charge": [1.2905, -0.0918, -0.4163, -0.4591, 0.0721, 0.0839, 0.0696, 0.0959, 0.0645, -0.0844, -0.4307, -0.4501, 0.0763, 0.0722, 0.0729, 0.0755, 0.1061, -0.0500, 0.0020, -0.0072, -0.0500, -0.0150, 0.0389, -0.0725, -0.0214, 0.0197, -0.0367, 0.0480, 0.0336, -0.0659, -0.0057, -0.0140, -0.0432, 0.0481, 0.0642, -0.0454, 0.0164, 0.0089],
  "total_charge": 0,
  "orbital_gap_ev": 6.64,
  "multiplicity": 1,
  "largest_force_ev_per_a": 2.8,
  "e_tot_ev": -27135.769
}

***

4.
{
  "formula": "C4H24N3O6S",
  "method": "ωB97M-V/def2-TZVPD",
  "species": ["C", "N", "C", "N", "C", "C", "S", "N", "H", "H", "H", "H", "H", "H", "H", "H", "H", "H", "H", "H", "H", "H", "O", "H", "H", "O", "H", "H", "O", "H", "H", "O", "H", "H", "O", "H", "H", "O"],
  "coordinates": [[-0.65, -0.99, 0.37], [0.72, -1.53, 0.37], [0.93, -2.82, -0.24], [1.15, -2.84, -1.72], [-0.97, 0.33, 1.20], [0.03, 1.40, 0.72], [-0.06, 3.09, 1.30], [-2.37, 0.49, 0.75], [-0.81, -0.75, -0.70], [-1.44, -1.72, 0.60], [1.10, -1.35, 1.30], [1.74, -3.31, 0.25], [0.05, -3.46, -0.16], [2.07, -2.52, -2.01], [0.49, -2.18, -2.12], [-0.89, 0.09, 2.26], [-0.04, 1.64, -0.36], [1.01, 0.92, 0.80], [-2.56, 1.09, -0.03], [-2.91, 0.82, 1.54], [1.79, 1.03, -1.13], [1.59, -0.53, -0.97], [1.83, 0.19, -1.59], [0.64, 1.00, -2.71], [-0.34, 0.48, -3.80], [0.05, 1.24, -3.45], [-0.99, 2.46, -2.18], [-1.57, 3.31, -0.93], [-1.76, 2.69, -1.65], [-2.47, 0.72, -2.75], [-2.83, 0.13, -1.53], [-3.14, 0.09, -2.44], [1.80, -0.59, 3.27], [2.30, -1.93, 3.83], [1.58, -1.52, 3.36], [1.56, 1.93, 2.83], [1.50, 1.65, 4.25], [1.86, 1.25, 3.45]],
  "lowdin_spin": [0.0022, 0.0001, 0.0001, 0.0000, 0.0248, 0.1026, 0.8141, 0.0003, 0.0003, 0.0004, 0.0000, 0.0000, 0.0000, 0.0000, 0.0000, 0.0011, 0.0294, -0.0009, 0.0003, 0.0009, 0.0000, 0.0000, 0.0018, 0.0001, 0.0000, 0.0001, 0.0000, 0.0043, 0.0049, 0.0000, 0.0000, 0.0000, 0.0000, 0.0000, 0.0001, 0.0057, 0.0005, 0.0066],
  "total_charge": 0,
  "orbital_gap_ev": [9.52, 6.33],
  "multiplicity": 2,
  "largest_force_ev_per_a": 3.5,
  "e_tot_ev": -32126.349
}

***

5.
{
  "formula": "C4H24NO10",
  "method": "ωB97M-V/def2-TZVPD",
  "species": ["C", "C", "C", "N", "C", "O", "O", "H", "H", "H", "H", "H", "H", "H", "H", "H", "H", "O", "H", "H", "O", "H", "H", "O", "H", "H", "O", "H", "H", "O", "H", "H", "O", "H", "H", "O", "H", "H", "O"],
  "coordinates": [[0.60, 0.99, -2.42], [0.33, -0.42, -2.82], [1.58, -1.10, -3.42], [-0.02, -1.27, -1.65], [-0.36, -1.04, -0.30], [-0.38, -2.07, 0.43], [-0.72, 0.10, 0.06], [1.60, 1.01, -1.97], [0.59, 1.78, -3.20], [-0.14, 1.43, -1.76], [-0.53, -0.52, -3.52], [1.98, -0.54, -4.25], [1.38, -2.10, -3.82], [2.43, -1.19, -2.70], [0.43, -2.17, -1.76], [-2.92, 0.57, 0.14], [-3.62, 0.21, 1.41], [-3.59, 0.92, 0.76], [-1.81, 3.01, 2.18], [-3.16, 2.56, 1.62], [-2.62, 3.36, 1.71], [1.88, 0.60, 0.47], [2.31, -0.24, -0.70], [2.54, -0.06, 0.22], [-1.12, 2.49, -0.52], [-2.22, 3.38, -0.12], [-1.56, 3.30, -0.85], [1.17, -2.89, 0.74], [2.44, -2.13, 0.77], [2.14, -3.05, 0.71], [0.88, -0.87, 2.55], [2.35, -0.87, 3.09], [1.68, -0.33, 2.67], [-0.35, -2.89, 3.22], [-0.82, -2.01, 1.99], [-0.78, -2.06, 2.98], [0.04, 1.46, 3.18], [-0.78, 1.04, 2.01], [-0.86, 1.58, 2.82]],
  "lowdin_charge": [-0.0659, -0.3980, -0.0732, 0.0820, -0.6998, -0.0804, -0.0399, 0.0708, 0.0928, 0.0431, 0.1355, 0.0685, 0.0710, 0.0921, 0.1115, 0.0341, 0.0583, -0.0570, 0.0257, 0.0011, -0.1121, 0.0397, -0.0019, -0.0647, -0.0076, -0.0018, -0.0981, -0.0082, -0.0103, -0.1076, 0.0056, 0.0456, -0.0620, 0.0364, -0.0120, -0.1079, 0.0427, 0.0175, -0.0654],
  "relative_energy_ev": 0.1120,
  "total_charge": -1,
  "orbital_gap_ev": 9.49,
  "multiplicity": 1,
  "largest_force_ev_per_a": 1.6,
  "e_tot_ev": -26506.859
}

***

6.
{
  "formula": "C4H24NO8",
  "method": "ωB97M-V/def2-TZVPD",
  "species": ["C", "N", "C", "C", "C", "O", "H", "H", "H", "H", "H", "H", "H", "H", "H", "H", "H", "H", "O", "H", "H", "O", "H", "H", "O", "H", "H", "O", "H", "H", "O", "H", "H", "O", "H", "H", "O"],
  "coordinates": [[2.08, -2.61, 0.17], [1.12, -2.09, 1.17], [0.93, -0.17, 2.73], [1.17, -0.59, 1.26], [0.05, -0.07, 0.33], [0.33, 1.20, -0.10], [1.90, -2.16, -0.85], [3.13, -2.42, 0.48], [1.98, -3.71, 0.09], [1.22, -2.51, 2.07], [0.83, 0.90, 2.80], [1.75, -0.44, 3.37], [-0.01, -0.55, 3.13], [2.14, -0.24, 0.89], [-0.91, -0.05, 0.86], [-0.03, -0.68, -0.59], [2.87, 2.11, 0.46], [2.01, 1.36, -0.53], [2.99, 1.56, -0.31], [-0.98, 1.81, -0.26], [-1.84, 2.07, -1.51], [-2.00, 2.08, -0.57], [-3.84, -0.06, 0.17], [-2.59, 0.73, -0.34], [-3.03, -0.22, -0.25], [-0.82, -2.47, 0.31], [-2.15, -1.73, 0.03], [-1.68, -2.54, -0.15], [-1.56, -1.91, -1.87], [-2.48, -0.77, -1.88], [-1.87, -1.22, -2.47], [1.10, 3.68, 1.25], [1.00, 2.14, 0.94], [1.46, 2.82, 1.52], [-0.89, 0.26, -2.61], [-0.06, 1.21, -1.79], [-0.57, 1.14, -2.64]],
  "lowdin_charge": [-0.1275, -0.1150, -0.0463, -0.3294, -0.2955, -0.3413, 0.1008, 0.0745, 0.0694, 0.0859, 0.0494, 0.0654, 0.0826, 0.1163, 0.1126, 0.1093, -0.0269, 0.0341, -0.1289, 0.0567, 0.0070, -0.1273, 0.0282, 0.0202, -0.1086, 0.0164, -0.0229, -0.0907, 0.0107, -0.0027, -0.0779, 0.0415, -0.0086, -0.1199, -0.0422, 0.0133, -0.0825],
  "relative_energy_ev": 0.7521,
  "total_charge": -1,
  "orbital_gap_ev": 8.97,
  "multiplicity": 1,
  "largest_force_ev_per_a": 2.1,
  "e_tot_ev": -22410.021
}